Below is a structure of composition C4H7F6KN2O7S2, with properties calculated with ωB97M-V/def2-TZVPD.

Values from the calculation:
Frontier orbital gap = 9.101 eV
Total energy = -75859.9467 eV
2S+1 = 1
E_HOMO = -10.21 eV

Last column: Mulliken charge in e.
Atoms and positions in Å:
O 0.497 2.425 0.961  -0.58
O 0.242 -2.168 0.548  -0.48
C 2.203 0.222 1.218  0.66
F -0.460 0.944 -4.609  -0.18
S 0.678 1.427 -2.286  0.96
O 0.113 -3.565 2.183  -0.50
C -1.421 0.761 0.993  -1.14
O 2.641 2.242 -0.433  -0.56
C -1.600 -1.964 2.156  -0.42
H -1.901 1.643 0.569  0.35
H -2.359 -2.744 2.088  0.33
F 1.401 -0.762 1.540  -0.13
O -0.910 -0.117 0.029  -0.64
H -1.312 -1.787 3.192  0.33
O 0.099 2.768 -2.264  -0.64
S 1.428 1.582 0.132  0.84
C -0.543 0.414 -3.385  0.67
F -0.148 -0.857 -3.534  -0.24
H -0.482 0.423 -0.640  0.77
O 1.954 1.289 -3.033  -0.64
F 3.339 -0.273 0.737  -0.25
H -1.798 -1.034 1.622  -0.05
H -0.746 1.012 1.812  0.43
F 2.691 0.833 2.296  -0.23
K 0.127 -1.295 -1.131  0.91
N -0.367 -2.626 1.551  0.86
N 0.597 0.547 -1.066  -0.61
F -1.797 0.451 -2.810  -0.21
H -2.166 0.208 1.565  0.39